Here is C31H66BrNO16S5Si2 as an isolated structure in a non-equilibrium geometry from the Open Molecules 2025 dataset. Energies are from the ωB97M-V functional and the def2-TZVPD basis.

Last column: Mulliken charge in e.
CARTESIAN COORDINATES (ANGSTROEM)
C 3.35564 2.58173 0.84977  -0.85
C 2.07615 2.91849 0.08882  -0.57
C 1.33567 1.72551 -0.51894  -0.28
Br 2.49399 0.74836 -1.76158  -0.22
Si 0.58980 0.53573 0.77017  0.23
O 0.01287 1.47711 2.02800  -0.56
C 2.00633 -0.48623 1.47672  -1.05
O 1.53816 -1.62012 2.26083  -0.29
C 2.59178 -2.28551 2.78306  0.71
C 2.78927 -3.72491 2.37515  -0.99
O 3.31216 -1.80034 3.53481  -0.50
O -0.59202 -0.38342 0.07740  0.07
Si -2.13931 -0.34301 0.75791  0.23
C -3.14616 -1.64158 -0.19109  -0.57
O -3.09664 -2.87658 0.53095  -0.42
C -4.27875 -3.17681 1.23874  -0.60
C -3.00944 1.33137 0.57841  -1.09
C -4.27523 1.44778 1.43106  0.15
O -5.07242 0.25835 1.34920  -0.45
C -4.02068 1.67566 2.92687  -0.94
N -3.15548 2.78755 3.26805  -0.53
H 4.01185 3.45486 0.83461  0.22
H 3.17060 2.36624 1.89632  0.30
H 3.92167 1.75313 0.43421  0.30
H 1.44577 3.49498 0.75797  0.22
H 2.35468 3.56385 -0.73786  0.47
H 0.49011 2.09420 -1.09270  0.52
H -0.26431 2.31668 1.63163  0.20
H 2.54594 0.17382 2.14754  0.60
H 2.65961 -0.85632 0.68964  0.41
H 2.97335 -4.26547 3.28996  0.34
H 1.94818 -4.12589 1.82928  0.30
H 3.70599 -3.76081 1.79977  0.27
H -2.10612 -0.67442 2.19146  -0.19
H -2.65132 -1.82442 -1.14694  0.37
H -4.15305 -1.31111 -0.42788  0.40
H -4.50786 -4.22148 1.03326  0.25
H -5.15022 -2.60858 0.92762  0.25
H -4.15645 -3.08257 2.31851  0.28
H -3.34246 1.42434 -0.45634  0.53
H -2.38479 2.20221 0.76647  0.65
H -4.90889 2.26317 1.08863  0.47
H -5.82568 0.43099 0.77397  0.26
H -4.99633 1.89447 3.35500  0.32
H -3.69982 0.75067 3.39378  0.31
H -3.56147 3.66883 2.99152  0.31
H -2.25062 2.66855 2.83388  0.12
C -6.44181 6.28279 5.01262  -0.80
C -7.68296 6.59343 4.16564  -0.65
C -7.20382 6.88258 2.73734  -0.64
S -5.67821 5.95850 2.52544  1.15
O -4.59370 6.88977 2.35416  -0.67
O -5.89372 4.87354 1.59925  -0.63
C -5.61042 5.30370 4.19007  -0.55
H -6.70749 5.86277 5.98151  0.37
H -5.87387 7.19941 5.18634  0.34
H -8.34739 5.72684 4.16287  0.30
H -8.24549 7.43509 4.56729  0.34
H -7.92285 6.55503 1.99060  0.35
H -6.97532 7.93711 2.59487  0.36
H -4.57416 5.23456 4.51474  0.51
H -6.06589 4.31330 4.17487  0.27
C 9.13055 3.94496 1.91633  -0.56
C 8.94328 2.65545 1.10801  -0.71
C 7.46121 2.56447 0.72315  -0.58
S 6.86187 4.25618 0.63938  1.20
O 5.88517 4.45344 1.67951  -0.66
O 6.58764 4.59963 -0.73226  -0.71
C 8.39295 5.03368 1.14120  -0.74
H 10.18327 4.19211 2.04641  0.35
H 8.68641 3.82772 2.90733  0.29
H 9.55551 2.70175 0.20489  0.30
H 9.25593 1.77656 1.66993  0.33
H 7.32074 2.08997 -0.24488  0.40
H 6.87804 2.04311 1.48049  0.33
H 8.17544 5.91731 1.73677  0.40
H 8.93337 5.31261 0.23703  0.34
C -8.11579 -5.90664 2.44273  -0.48
C -8.72363 -4.85147 3.37602  -0.64
C -8.73661 -3.51947 2.61531  -0.55
S -8.85067 -3.94002 0.87201  1.08
O -7.63382 -3.52829 0.21929  -0.58
O -10.14469 -3.55865 0.36941  -0.70
C -8.80175 -5.71423 1.09356  -0.71
H -8.26194 -6.91648 2.82348  0.34
H -7.04141 -5.73600 2.34228  0.23
H -9.74529 -5.13872 3.63358  0.30
H -8.16404 -4.76533 4.30645  0.34
H -9.58905 -2.90170 2.88641  0.35
H -7.81252 -2.96271 2.76326  0.28
H -8.26499 -6.17034 0.26497  0.39
H -9.83076 -6.07210 1.11791  0.36
C 2.90245 -3.90880 -4.94271  -0.68
C 2.38845 -2.77815 -4.04323  -0.58
C 1.91106 -3.41030 -2.73309  -0.09
S 2.88144 -4.90580 -2.51642  1.16
O 2.00030 -6.04359 -2.59666  -0.68
O 3.78852 -4.73097 -1.40896  -0.66
C 3.79061 -4.77272 -4.05299  -0.65
H 3.45200 -3.52754 -5.79970  0.29
H 2.05971 -4.49697 -5.31492  0.38
H 3.20340 -2.07840 -3.83788  0.15
H 1.58653 -2.21506 -4.52019  0.40
H 2.07386 -2.75382 -1.88103  -0.11
H 0.86210 -3.69631 -2.78431  0.33
H 3.97472 -5.76452 -4.45823  0.51
H 4.73460 -4.27542 -3.83756  0.22
C 6.73687 -1.56663 -8.46931  -0.55
C 6.22172 -0.43648 -7.56821  -0.72
C 5.74116 -1.07627 -6.25962  -0.43
S 6.71334 -2.57330 -6.04830  1.17
O 5.83154 -3.71201 -6.13776  -0.60
O 7.61652 -2.40851 -4.94100  -0.71
C 7.62280 -2.43582 -7.58192  -0.79
H 7.28720 -1.18190 -9.32665  0.35
H 5.89505 -2.15322 -8.84428  0.30
H 7.03459 0.26194 -7.35961  0.29
H 5.42123 0.12721 -8.04517  0.35
H 5.90168 -0.42681 -5.40250  0.41
H 4.69233 -1.36465 -6.31434  0.17
H 7.80463 -3.42820 -7.98803  0.39
H 8.56826 -1.94138 -7.36068  0.36

Results
- E_LUMO: 0.33 eV